{"formula": "C15H49O13", "method": "ωB97M-V with the def2-TZVPD basis set", "total_charge": -1, "multiplicity": 1, "homo_ha": -0.2353, "relative_energy_kcal_mol": 0.0, "species": ["C", "O", "O", "O", "H", "C", "O", "H", "H", "H", "H", "C", "O", "H", "H", "H", "H", "C", "O", "H", "H", "H", "H", "C", "O", "H", "H", "H", "H", "C", "O", "H", "H", "H", "H", "C", "O", "H", "H", "H", "H", "C", "O", "H", "H", "H", "H", "C", "O", "H", "H", "H", "H", "C", "C", "C", "O", "H", "H", "H", "H", "H", "H", "H", "H", "C", "C", "C", "O", "H", "H", "H", "H", "H", "H", "H", "H"], "xyz": [[-0.41130, -0.46155, 0.67075], [-0.02106, -1.58882, 0.20541], [-0.49670, 0.58585, -0.10950], [-0.72649, -0.40708, 1.88872], [-0.18727, 0.53877, -0.99695], [-1.02769, -0.67391, -3.46786], [0.06438, -0.00700, -4.11058], [-1.86705, 0.08689, -3.27606], [-0.66370, -0.73506, -2.44129], [-1.43263, -1.60554, -3.84686], [0.92418, -0.45674, -3.91681], [-3.91593, 0.18644, -1.34709], [-3.56246, -1.02258, -0.71413], [-3.33595, 1.03642, -0.93292], [-5.02371, 0.45232, -1.02993], [-4.06440, 0.12251, -2.37867], [-2.74091, -0.93637, -0.12576], [2.43285, -1.69464, -2.68325], [2.28856, -1.51988, -4.09703], [3.31199, -1.09655, -2.58353], [2.73282, -2.77842, -2.50121], [1.64406, -1.12724, -2.24642], [2.85896, -2.12000, -4.47765], [-1.06112, -4.12326, 2.58531], [-1.74087, -2.95434, 2.09860], [-0.34312, -4.15772, 1.58161], [-2.00306, -4.73995, 2.60533], [-0.47351, -3.93823, 3.59305], [-1.12595, -2.39267, 1.55908], [-1.51661, -4.12815, -1.27041], [-0.16895, -4.11950, -1.00774], [-2.12958, -5.05193, -1.41533], [-1.86180, -3.37371, -2.01363], [-2.10872, -3.86407, -0.35884], [-0.01296, -3.35466, -0.44446], [-3.44867, 0.27152, 3.71322], [-3.35602, 0.36449, 2.29477], [-4.49027, 0.11384, 3.77525], [-3.18414, 1.22154, 4.37258], [-2.76657, -0.51984, 4.21976], [-2.40134, -0.03833, 2.09121], [-1.64186, 3.37561, 2.05119], [-0.54365, 2.43927, 2.08625], [-2.25697, 3.12817, 1.18803], [-1.39503, 4.35983, 2.06197], [-2.28211, 3.09150, 3.03544], [-0.76486, 1.60993, 1.76667], [1.15372, 0.42573, 4.55845], [0.64110, -0.78608, 3.98401], [2.19619, 0.55344, 4.37762], [0.93605, 0.47417, 5.71548], [0.78228, 1.38454, 4.02418], [-0.06931, -0.72791, 3.40311], [5.04326, -1.41663, 1.48346], [3.58800, -0.91773, 1.55570], [3.41876, 0.48215, 0.99758], [2.86711, -1.81150, 0.76036], [5.71541, -0.69042, 2.03604], [5.22806, -1.37208, 0.42884], [5.24478, -2.46803, 1.75498], [3.08964, -1.11986, 2.62050], [2.62841, 0.87955, 1.36891], [3.50792, 0.35467, -0.14451], [4.30996, 1.05928, 1.37149], [2.00826, -1.66373, 0.75398], [1.44722, 4.64793, -3.37532], [0.30085, 3.62621, -3.22370], [-0.68694, 4.09807, -2.14135], [-0.37047, 3.70704, -4.46754], [1.93751, 4.71325, -2.48749], [0.90109, 5.70480, -3.42731], [2.31925, 4.50265, -3.92688], [0.58722, 2.51940, -3.23393], [-0.01963, 4.74179, -1.50299], [-0.87842, 3.35100, -1.36634], [-1.59336, 4.69957, -2.51153], [0.06322, 3.05160, -5.03610]], "forces_ev_per_a": [[1.175, -4.749, 1.019], [-0.004, 1.456, -0.705], [-1.032, 2.400, 1.011], [-0.814, 2.176, -1.356], [0.510, -0.884, -0.981], [-0.077, 2.688, 2.065], [0.077, -0.188, -0.610], [0.976, -1.026, -1.057], [-0.429, -1.312, 0.279], [0.382, -0.103, -0.373], [-1.319, 0.180, -0.710], [-2.465, 1.238, 3.646], [1.796, -0.308, 0.650], [-0.059, -0.375, -0.887], [1.812, -0.447, -0.156], [0.831, -0.228, -1.862], [-2.030, 0.025, -1.426], [2.363, -0.649, -1.400], [-2.365, 1.195, 0.255], [0.929, 0.257, 1.536], [-1.348, 1.468, 0.696], [-0.844, -0.763, 1.050], [1.683, -1.792, -1.647], [0.873, 1.888, -2.615], [-0.063, 1.697, 0.265], [-1.074, -1.869, 3.143], [1.917, -0.763, 0.447], [-1.209, -0.609, -1.957], [-0.537, -0.751, 0.948], [-3.708, 1.038, 1.121], [0.855, -1.085, -0.386], [1.737, -0.270, -0.745], [0.440, -0.504, 0.074], [0.576, 0.555, -0.207], [0.127, 0.366, -0.022], [1.679, 0.749, 1.237], [3.679, -0.928, 0.122], [-1.151, -0.594, 1.319], [-0.399, -1.180, -1.734], [-1.406, 0.786, -1.203], [-2.410, 1.284, 0.332], [-2.117, -5.758, 2.259], [1.222, 4.394, 1.084], [-0.267, 0.292, -0.043], [1.369, 2.700, 0.059], [0.987, 1.113, -2.206], [-1.161, -2.423, -0.831], [-2.370, 1.153, 0.169], [3.448, -0.032, 3.132], [1.142, -0.681, 0.147], [0.364, -0.024, -2.209], [-0.202, -1.525, 0.993], [-1.871, 0.939, -1.746], [0.033, 1.022, 0.774], [-1.003, -1.779, 2.428], [6.987, -2.636, -2.374], [6.208, -2.208, -1.214], [-0.574, -1.014, -0.626], [0.650, 0.193, -0.759], [-0.480, 0.590, 0.344], [1.404, 1.235, -1.614], [-5.505, 2.839, 1.705], [-0.456, 0.594, 1.718], [-0.824, -0.100, -0.547], [-6.604, 1.194, 0.113], [-3.218, 1.863, 1.007], [0.200, -0.529, -1.659], [1.312, 1.018, 1.206], [-0.871, -0.553, -1.442], [1.128, 0.282, 3.443], [1.426, -2.151, -0.616], [0.625, -0.474, -2.445], [0.123, 1.446, 1.213], [-1.006, 0.183, -0.503], [-0.814, -0.350, -0.610], [1.484, -1.227, 0.450], [-0.441, 0.346, 0.023]]}